Record 1
The following is a quantum chemistry calculation of a structure of composition C18H30MnN4O8P2S2 at a distorted geometry, from OMol25.

Calculated values
HOMO-LUMO gap (alpha / beta), eV: 7.2549 / 6.7264
Multiplicity: 2
<S²>: 0.8517
Energy relative to the best compared isomer or geometry (same formula, charge and spin), eV: 0.306
HOMO energy (alpha / beta), eV: -6.851 / -6.322

The geometry in XYZ format:
```
65
Properties=species:S:1:pos:R:3:forces:R:3:mulliken_spin:R:1
Mn 0.296059 -0.219244 -0.041323 0.3 0.5 0.8 1.00
S 2.077562 -1.820853 3.833150 0.0 0.0 -0.1 0.00
C 1.676862 -3.172577 2.858503 0.0 0.0 0.0 0.00
C 1.145223 -2.804345 1.659376 0.0 -0.1 -0.1 -0.01
C 1.039013 -1.388513 1.450723 -0.3 0.0 0.0 0.01
C 1.515609 -0.749694 2.573391 0.0 -0.2 0.0 -0.03
C 1.619810 0.686286 2.647063 0.0 0.2 0.0 0.00
C 2.106952 1.391313 3.758336 0.0 0.0 0.0 0.00
C 2.219639 2.762507 3.695497 0.0 0.0 0.0 0.00
C 1.861010 3.420847 2.522484 0.0 0.0 0.0 0.00
C 1.386382 2.659348 1.470617 0.0 0.0 -0.1 0.00
N 1.243558 1.334647 1.523406 -0.1 -0.2 0.0 -0.01
H 1.853411 -4.171595 3.227789 0.0 0.0 0.0 0.00
H 0.852019 -3.543532 0.921815 0.0 0.0 0.0 0.00
H 2.391836 0.850572 4.651087 0.0 0.0 0.0 0.00
H 2.593543 3.318635 4.546056 0.0 0.0 0.0 0.00
H 1.959709 4.492649 2.420733 0.0 0.0 0.0 0.00
H 1.112221 3.109640 0.522131 0.0 0.0 0.0 0.00
N -1.861854 2.841929 1.089601 0.0 0.0 0.0 0.00
C -2.518936 2.354568 -0.189853 0.0 -0.1 -0.1 0.00
C -3.762259 3.164321 -0.495855 0.0 0.0 0.0 0.00
P -2.846904 0.575278 0.208763 0.0 0.0 0.1 0.00
O -3.921723 0.811467 1.423030 0.1 -0.1 0.0 0.00
O -3.471607 -0.162154 -0.901892 0.0 0.0 0.0 0.00
O -1.573579 0.155421 0.903450 0.0 -0.1 -0.1 0.00
P -1.195003 2.565710 -1.472470 -0.1 0.2 0.1 0.00
O -0.861764 4.151497 -1.154479 0.0 -0.1 0.0 0.00
O -1.704593 2.420942 -2.847015 0.0 0.0 0.0 0.00
O -0.020887 1.807667 -0.939758 0.0 -0.3 -0.2 0.01
H -2.554891 2.937003 1.832810 0.0 0.0 0.0 0.00
H -1.376920 3.728444 0.929251 0.0 0.0 0.0 0.00
H -1.186965 2.102258 1.360157 0.0 0.0 0.0 0.00
H -4.494815 3.086342 0.309657 0.0 0.0 0.0 0.00
H -4.207388 2.767511 -1.407096 0.0 0.0 0.0 0.00
H -3.520965 4.215390 -0.666698 0.0 0.0 0.0 0.00
H -4.735880 0.333729 1.230185 0.0 0.1 0.0 0.00
H -1.027116 4.676978 -1.945077 -0.1 0.0 0.0 0.00
C 4.307258 -1.038909 0.257186 -0.1 0.1 0.0 0.00
S 3.422271 0.286794 -0.583895 0.2 -0.1 0.0 0.00
C 4.426937 0.333472 -2.074741 -0.1 0.0 0.1 0.00
O 2.136372 -0.321190 -1.055121 -0.2 -0.2 -0.2 0.01
H 4.357271 -1.906531 -0.399488 0.0 0.0 0.0 0.00
H 3.729783 -1.280965 1.148713 0.0 0.0 0.0 0.00
H 5.302920 -0.690271 0.531955 0.0 0.0 0.0 0.00
H 5.440883 0.640911 -1.821496 0.0 0.0 0.0 0.00
H 3.970304 1.062309 -2.741008 0.0 0.0 0.0 0.00
H 4.417243 -0.651266 -2.538916 0.0 0.0 0.0 0.00
C -2.640768 -4.862707 -0.427976 0.0 0.0 0.0 0.00
N -1.685592 -3.843490 -0.804414 0.0 0.0 0.0 0.00
C -0.659659 -3.972719 -1.712011 0.0 0.0 0.0 0.00
C 0.017381 -2.792623 -1.681766 0.0 0.0 0.0 0.02
N -0.574630 -1.951158 -0.773698 0.2 0.0 -0.1 -0.03
C -1.582320 -2.615650 -0.259276 0.0 0.1 -0.1 0.01
H -2.808389 -5.529548 -1.270802 0.0 0.0 0.0 0.00
H -3.586988 -4.394383 -0.165637 0.0 0.0 0.0 0.00
H -2.279567 -5.444242 0.420858 0.0 0.0 0.0 0.00
H -0.526525 -4.866247 -2.296171 0.0 0.0 0.0 0.00
H 0.869770 -2.468496 -2.252959 0.0 0.0 0.0 0.00
H -2.248948 -2.246318 0.498969 0.0 0.0 0.0 0.00
C -1.227299 -0.582887 -3.735000 -0.1 0.0 0.0 0.00
O -0.046942 -0.205140 -3.038499 0.1 -0.1 -0.3 0.01
H -1.288243 -0.098832 -4.713599 0.0 0.0 0.0 0.00
H -2.126044 -0.343672 -3.162180 0.0 0.0 0.0 0.00
H -1.180753 -1.662530 -3.881668 0.0 0.0 0.0 0.00
H -0.042093 0.755895 -2.974902 -0.1 0.0 0.1 0.00
```
Forces are in eV/Å.

=====

Record 2
The following is a quantum chemistry calculation of an isolated molecule of C18H30N2O4, from OMol25.

Calculated values
HOMO-LUMO gap, eV: 8.8765
Multiplicity: 1
Energy relative to the best compared isomer or geometry (same formula, charge and spin), eV: 1.867
SMILES string: COc1cc(CCCN2CCNC[C@@H]2[C@@H](C)O)cc(OC)c1OC
HOMO energy, eV: -8.084

The geometry in XYZ format:
```
54
Properties=species:S:1:pos:R:3:forces:R:3:mulliken_charge:R:1
C -1.682634 -2.877324 -1.862778 0.2 -0.2 -0.2 -0.81
O -2.462865 -2.133990 -0.952020 -0.3 0.4 0.3 -0.43
C -2.255594 -0.788217 -0.868178 -0.1 0.0 0.1 0.74
C -1.264831 -0.122179 -1.570642 0.0 -0.2 0.0 -0.63
C -1.089950 1.247519 -1.427349 -0.2 0.0 0.0 0.04
C 0.039324 1.937478 -2.142280 0.1 0.2 0.1 -1.35
C 0.953449 2.726734 -1.196031 0.0 -0.2 0.1 -0.91
C 1.370502 1.934738 0.046921 0.0 0.3 -0.1 -1.40
N 2.064165 0.698516 -0.282656 -0.1 -0.1 0.0 0.43
C 3.479689 0.887581 -0.588883 0.2 0.1 0.2 -0.74
C 4.352806 1.030964 0.666831 -0.1 0.0 -0.3 -0.87
N 4.175319 -0.079120 1.588161 0.2 -0.2 0.0 -0.33
C 2.770921 -0.247859 1.915525 -0.2 -0.1 -0.1 -1.29
C 1.857375 -0.385247 0.681599 0.1 -0.2 0.1 0.18
C 2.036657 -1.741480 -0.040641 0.0 0.0 0.3 0.26
C 1.300869 -2.862155 0.689451 0.2 0.3 -0.3 -1.56
O 1.544283 -1.651670 -1.357791 -0.1 -0.2 -0.2 -0.63
C -1.956320 1.946687 -0.611789 0.0 -0.1 0.0 -0.66
C -2.968772 1.303603 0.104804 0.1 0.0 -0.1 0.31
O -3.722192 2.153760 0.856746 0.3 -0.1 -0.2 -0.44
C -4.860262 1.704877 1.557947 -0.4 0.0 0.2 -0.74
C -3.111158 -0.083040 0.001670 -0.2 -0.3 0.2 0.93
O -4.106334 -0.754748 0.697071 0.2 0.3 -0.6 -0.56
C -3.653916 -1.693087 1.650742 0.1 -0.2 0.3 -0.76
H -0.613680 -2.793117 -1.647812 -0.1 0.0 0.0 0.26
H -2.001196 -3.911374 -1.738508 0.0 0.0 -0.1 0.26
H -1.872865 -2.562378 -2.893309 0.0 0.0 0.0 0.33
H -0.619219 -0.668690 -2.235767 0.1 -0.1 0.0 0.43
H -0.366833 2.630685 -2.883737 0.1 -0.1 -0.1 0.45
H 0.632277 1.192611 -2.674781 0.0 0.0 -0.1 0.33
H 0.436746 3.622128 -0.847713 0.0 0.1 0.0 0.51
H 1.834643 3.051653 -1.752381 0.0 0.1 0.0 0.51
H 1.977718 2.590311 0.689063 -0.1 0.0 0.0 0.39
H 0.463872 1.679076 0.599087 0.1 0.0 0.0 0.75
H 3.582731 1.769263 -1.222834 0.0 0.0 -0.1 0.45
H 3.820418 0.019214 -1.163039 0.1 0.1 0.0 0.41
H 5.406285 1.091270 0.386973 0.0 0.1 0.0 0.41
H 4.089812 1.945641 1.207270 0.1 0.0 -0.1 0.32
H 4.532986 -0.931106 1.164759 0.0 0.1 0.1 0.35
H 2.667867 -1.118886 2.564583 -0.1 0.1 0.1 0.40
H 2.463795 0.637432 2.482357 -0.1 -0.1 0.1 0.36
H 0.811186 -0.329323 1.003700 0.0 0.0 -0.1 0.46
H 3.108732 -2.001657 -0.088119 -0.1 0.0 0.1 0.36
H 1.711723 -3.011341 1.683781 0.0 -0.1 0.1 0.45
H 1.402351 -3.785022 0.124236 0.0 -0.1 0.0 0.36
H 0.244105 -2.619655 0.772752 -0.2 0.0 0.0 0.24
H 1.502249 -0.699368 -1.552935 0.1 0.1 0.1 0.38
H -1.876253 3.015350 -0.493815 0.0 0.2 0.0 0.43
H -5.342521 2.611829 1.924373 0.0 -0.1 0.0 0.28
H -4.590030 1.073770 2.408642 0.0 0.0 -0.1 0.25
H -5.545685 1.158497 0.908248 0.0 0.1 0.1 0.30
H -3.118151 -2.520961 1.182003 -0.1 0.1 0.1 0.26
H -3.003646 -1.217271 2.395533 -0.1 0.0 0.0 0.31
H -4.549934 -2.070934 2.140945 0.1 0.0 0.0 0.27
```
Forces are in eV/Å.

=====

Record 3
The following is a quantum chemistry calculation of a cluster of 2 separate species, C18H30N2O5 in total at a distorted geometry, from OMol25.

Calculated values
HOMO-LUMO gap, eV: 8.6943
Multiplicity: 1
SMILES string: CNC(=O)[C@H](CC(C)C)NC(C)=O.COc1cc(CCO)ccc1O
HOMO energy, eV: -8.111

The geometry in XYZ format:
```
55
Properties=species:S:1:pos:R:3:forces:R:3:mulliken_charge:R:1
C -7.396660 -2.777175 -3.256779 0.3 0.4 0.0 -0.93
N -5.998955 -2.754187 -2.828233 -0.2 -1.0 0.5 -0.09
C -5.140299 -1.762275 -3.099449 0.3 0.8 -1.4 -0.11
O -5.468132 -0.786042 -3.763057 0.1 -0.2 0.5 -0.67
C -3.689464 -1.938108 -2.603360 0.7 -0.1 0.0 0.00
C -2.689915 -0.889113 -3.148294 -0.2 -0.2 0.0 -0.89
C -1.236938 -1.036154 -2.653421 -0.3 0.4 0.3 1.08
C -0.360313 0.025312 -3.316879 -0.2 -0.4 -0.2 -1.70
C -1.120348 -0.874313 -1.134942 -0.1 -0.4 -0.4 -1.52
N -3.177787 -3.314321 -2.746945 -0.7 1.5 1.3 -0.07
C -3.122024 -4.105747 -3.821619 0.1 -1.2 -1.3 0.66
C -3.578295 -3.630181 -5.187347 0.1 0.1 0.3 -0.90
O -2.698847 -5.243135 -3.698471 0.2 -0.3 0.1 -0.67
H -7.808603 -3.781199 -3.146440 0.2 0.1 0.1 0.34
H -7.978911 -2.078886 -2.653011 -0.1 0.0 -0.1 0.31
H -7.469452 -2.475747 -4.304235 0.0 0.0 0.1 0.30
H -5.645077 -3.548702 -2.318612 0.0 0.0 -0.1 0.30
H -3.755753 -1.756586 -1.530993 0.0 -0.2 0.2 0.46
H -2.689980 -0.926397 -4.236306 -0.1 0.1 -0.1 0.14
H -3.050886 0.101844 -2.867923 -0.1 0.0 -0.1 0.39
H -0.849490 -2.015117 -2.935188 0.0 -0.1 0.0 0.22
H 0.672613 -0.092798 -2.989827 0.0 0.1 0.0 0.44
H -0.398947 -0.094594 -4.399818 0.1 0.2 -0.1 0.41
H -0.714120 1.022413 -3.053465 0.1 0.1 0.0 0.34
H -0.071274 -0.913149 -0.839503 0.0 0.0 0.1 0.46
H -1.545671 0.080242 -0.824086 0.0 0.0 0.1 0.29
H -1.642581 -1.685397 -0.629825 0.0 0.0 0.3 0.32
H -2.803248 -3.747643 -1.917189 0.0 -0.1 0.0 0.24
H -3.330995 -4.396595 -5.920473 0.0 0.0 0.2 0.34
H -3.066739 -2.711957 -5.458631 -0.1 0.2 -0.1 0.29
H -4.654016 -3.474951 -5.187722 -0.1 0.2 -0.1 0.21
C 3.627712 4.851630 6.501143 0.1 -0.4 -0.3 -0.82
O 4.954951 4.440667 6.148595 0.0 -0.1 -0.1 -0.43
C 5.111077 3.417039 5.236455 -0.6 0.1 0.0 0.45
C 4.033631 2.743433 4.623716 0.8 0.1 0.1 -0.22
C 4.249286 1.710593 3.704771 0.5 -0.1 0.1 -0.04
C 3.080008 1.012362 3.060637 -0.1 0.1 -0.1 -1.18
C 2.609170 1.791913 1.837696 -0.2 -0.1 -0.3 -0.42
O 1.552572 1.066113 1.205923 -0.2 0.1 -0.2 -0.45
C 5.559062 1.342798 3.384124 -0.1 0.3 0.2 -0.82
C 6.640360 1.996182 3.980354 -1.0 0.1 0.1 -0.62
C 6.424115 3.026639 4.901099 0.6 -0.5 -0.4 1.18
O 7.512847 3.642392 5.465026 -0.3 0.3 0.3 -0.56
H 3.083726 5.208880 5.620983 0.0 -0.1 0.0 0.33
H 3.677874 5.669796 7.225284 0.4 -0.2 -0.2 0.23
H 3.073235 4.026001 6.958690 0.0 0.0 -0.1 0.33
H 3.007548 3.006783 4.850566 0.1 0.1 0.1 0.39
H 2.257930 0.921129 3.777381 0.0 0.0 -0.1 0.36
H 3.368594 0.000579 2.759138 -0.1 0.1 0.0 0.39
H 3.440527 1.921413 1.136458 0.1 0.0 0.1 0.37
H 2.257269 2.785125 2.136383 0.1 0.0 0.1 0.35
H 1.241680 1.533941 0.412244 0.3 -0.1 0.5 0.27
H 5.737941 0.546358 2.666985 0.0 0.1 0.1 0.37
H 7.649677 1.694926 3.721004 0.0 0.1 0.1 0.24
H 8.330312 3.223963 5.157390 -0.4 0.1 0.0 0.29
```
Forces are in eV/Å.

=====

Record 4
The following is a quantum chemistry calculation of a structure of composition C18H30NO2 at a distorted geometry, from OMol25.

Calculated values
HOMO-LUMO gap, eV: 7.5688
Multiplicity: 1
Energy relative to the best compared isomer or geometry (same formula, charge and spin), eV: 21.318
Total charge: +1
HOMO energy, eV: -10.061

The geometry in XYZ format:
```
51
Properties=species:S:1:pos:R:3:forces:R:3:mulliken_charge:R:1
C 2.568081 5.478964 0.894829 -13.6 7.2 1.8 -1.25
H 3.106476 6.018780 1.511269 2.9 2.9 2.7 0.51
H 1.975827 6.101062 0.051307 1.4 -0.5 2.0 0.28
H 1.684155 5.106052 1.519161 0.9 0.4 -0.4 0.32
C 3.137826 4.557139 0.282062 13.5 -11.3 -9.3 0.46
C 4.409223 5.115146 -0.686773 -2.8 -4.1 2.0 -1.84
H 4.023412 5.711469 -1.362226 -3.0 3.1 -3.5 0.63
H 4.819337 4.380953 -1.348019 0.8 -1.0 0.6 0.39
H 5.012572 5.784444 -0.262616 3.1 1.8 2.5 0.55
H 3.780079 3.801286 0.912551 -1.7 1.0 -0.9 0.25
O 2.542751 3.718834 -0.868260 -2.0 0.4 3.8 -0.44
C 1.650036 2.882299 -0.273166 -1.8 -3.6 4.2 0.49
C 0.672906 2.160928 -0.924213 5.6 6.0 -7.8 -0.80
C 0.004394 1.055217 -0.744530 -0.3 -0.4 10.0 -0.55
C -0.168518 0.788289 0.653882 3.8 -0.3 -1.7 0.58
C 0.887936 1.338409 1.647604 -6.9 -3.7 -6.6 -1.31
C 1.595262 2.314801 1.344425 6.0 8.0 -5.9 -0.43
H 2.302115 2.819830 1.993310 -0.3 -0.3 0.3 0.30
H 0.663015 1.002847 2.504962 -0.5 -2.2 6.7 0.80
O -0.821328 -0.372729 0.964927 -1.6 0.5 0.6 -0.15
C -1.240089 -0.527937 2.334112 8.2 -10.9 -4.4 -1.27
H -0.061746 -0.968008 2.782856 -3.2 1.4 -0.2 0.30
H -1.449508 0.255646 2.767800 -2.7 7.8 4.4 1.02
C -2.092083 -1.729492 2.419214 -7.0 2.2 -0.9 -0.59
H -3.328585 -1.211558 1.686912 3.1 -1.4 1.8 0.20
C -1.856742 -3.078694 1.801619 0.8 -0.5 9.1 -0.53
N -1.598689 -2.863033 0.550020 1.5 -7.8 -9.5 0.17
C -2.803713 -2.956641 -0.609730 -0.7 8.8 11.6 -0.95
C -2.656767 -1.824261 -1.446897 -3.9 -1.6 -6.2 -0.67
H -2.507060 -0.947367 -0.979159 1.2 3.0 1.6 0.43
C -1.844206 -2.099794 -2.788103 1.3 2.4 4.3 -0.88
H -1.896148 -1.125099 -3.309710 0.3 -0.9 -0.3 0.37
H -2.199943 -2.967726 -3.309133 -0.2 -0.1 -0.4 0.43
C -0.423012 -2.401463 -2.132926 0.4 -0.4 -8.3 -0.32
H 0.032526 -1.638004 -1.537693 0.1 0.3 0.3 0.46
H 0.271048 -2.530206 -3.346411 -1.5 0.8 3.9 0.30
C -0.434157 -3.755560 -1.641129 7.4 -3.2 4.8 -0.76
C -0.279378 -3.959515 -0.035802 -5.3 9.0 -7.7 -1.17
H 0.457496 -3.526982 0.382072 5.4 2.6 3.0 0.72
H -0.607264 -4.788109 0.157114 -3.0 -9.1 2.9 0.62
H -0.909246 -4.645402 -1.971120 -0.9 0.1 -1.2 0.39
H 1.001968 -4.245006 -1.769883 -3.8 1.0 0.1 0.32
H -3.723465 -1.672208 -1.864568 1.1 -0.1 0.7 0.33
H -3.629500 -2.725374 0.361093 1.4 -0.9 -3.6 0.45
H -2.880705 -3.796612 -0.960765 -0.7 -9.2 -3.6 0.80
H -1.285443 -2.020192 0.321598 2.1 4.6 -0.5 0.04
H -2.578674 -3.882355 2.102078 0.0 1.1 -0.8 0.34
H -0.949813 -3.425996 2.465274 -0.8 0.2 -1.6 0.32
H -2.616786 -1.821817 3.355830 0.3 0.1 0.6 0.38
H -0.562856 0.704729 -1.430826 -3.6 -2.7 -4.5 0.87
H 0.806982 2.410016 -2.164222 -0.6 -0.3 3.2 0.09
```
Forces are in eV/Å.